A 9-piece molecular cluster, C34H70N2O9 overall in a non-equilibrium geometry, computed with ωB97M-V/def2-TZVPD.

Values from the calculation:
max |F| = 3.33 eV Å⁻¹
highest occupied orbital energy = -0.3331 Eh
ΔE to the lowest compared entry with this formula, charge and spin = 23.27 kcal/mol
charge = 0

Last column: Mulliken charge in e.
Geometry (Å):
C1 14.96745 -9.95071 -3.09139  -0.878
N1 16.25935 -9.64508 -2.51942  0.216
C2 16.34361 -9.61572 -1.07150  -0.543
C3 17.37317 -9.49410 -3.29758  0.099
O1 18.52336 -9.47395 -2.89721  -0.581
H1 15.00389 -9.81112 -4.16779  0.302
H2 14.19656 -9.31172 -2.65526  0.308
H3 14.70221 -10.99141 -2.86996  0.291
H4 15.68951 -10.40112 -0.69395  -0.012
H5 17.36281 -9.76413 -0.73118  0.180
H6 15.93003 -8.67832 -0.68147  0.281
H7 17.10547 -9.40316 -4.37087  0.286
C4 19.19651 -16.31606 6.31436  -1.036
N2 18.99685 -16.84082 4.96266  0.181
C5 19.12180 -15.90082 3.87878  -1.029
C6 18.84523 -18.15911 4.73926  0.018
O2 18.56080 -18.65329 3.67708  -0.539
H8 18.83229 -15.29997 6.36330  0.321
H9 20.25408 -16.34297 6.58671  0.324
H10 18.61852 -16.91347 7.01996  0.390
H11 19.21373 -16.44749 2.93904  0.102
H12 18.31159 -15.18101 3.86628  0.552
H13 20.12601 -15.45222 3.93437  0.375
H14 18.97013 -18.76828 5.64810  0.344
C7 18.50775 -14.79790 -2.94686  -0.121
C8 18.60808 -14.24899 -4.37892  -0.657
C9 19.91471 -13.48651 -4.31869  -0.202
O3 20.78056 -14.34463 -3.52150  -0.413
C10 19.96323 -15.21764 -2.71942  0.117
H15 17.86973 -15.68341 -2.95852  0.397
H16 18.17210 -14.06892 -2.21017  -0.177
H17 17.78155 -13.61796 -4.70633  0.399
H18 18.73492 -15.10834 -5.03850  0.278
H19 19.89486 -12.54364 -3.75996  0.101
H20 20.43758 -13.38530 -5.26659  0.315
H21 20.25078 -15.23390 -1.66839  -0.405
H22 20.18899 -16.20881 -3.13848  0.426
C11 21.92401 -16.21799 0.97161  0.593
C12 21.03236 -17.46568 0.98974  -0.813
C13 21.55583 -18.20793 2.24059  -0.297
O4 22.97350 -18.07274 2.09561  -0.489
C14 23.23888 -16.73538 1.62343  -0.645
H23 21.47534 -15.39872 1.53298  -0.344
H24 22.16272 -15.90063 -0.04496  0.144
H25 21.33614 -18.14062 0.18809  0.371
H26 19.96905 -17.25140 0.95683  0.422
H27 21.32046 -19.26630 2.16018  0.358
H28 21.27846 -17.80699 3.22110  0.161
H29 24.04682 -16.85819 0.90534  0.315
H30 23.55784 -16.11544 2.46932  0.279
C15 14.96189 -11.27132 1.75264  -0.139
C16 13.78539 -10.52577 1.18657  -0.290
C17 12.66254 -11.53466 1.43970  -0.579
O5 12.92994 -12.15445 2.70854  -0.411
C18 14.32610 -11.96587 2.98183  -0.547
H31 15.76446 -10.57955 2.00987  0.465
H32 15.36022 -12.00463 1.04861  -0.018
H33 13.74803 -10.25588 0.13442  0.218
H34 13.58748 -9.61612 1.77063  0.261
H35 12.92536 -12.35086 0.71010  0.233
H36 11.63684 -11.33679 1.15234  0.395
H37 14.82827 -12.90161 3.21461  0.252
H38 14.36548 -11.26464 3.82294  0.291
C19 23.71479 -9.28645 4.57278  0.130
C20 22.29698 -9.07357 3.99922  -0.605
C21 21.48250 -10.23489 4.62075  -0.028
O6 22.23255 -10.72809 5.72473  -0.468
C22 23.41195 -9.89282 5.94617  -0.572
H39 24.22344 -8.32404 4.70229  0.374
H40 24.36656 -9.93727 3.99246  -0.295
H41 22.33534 -9.01998 2.91059  0.291
H42 21.88779 -8.11410 4.32445  0.359
H43 21.41644 -11.03573 3.88237  -0.034
H44 20.48601 -9.89346 4.89957  0.310
H45 24.17571 -10.58341 6.34389  0.306
H46 23.33433 -9.16360 6.77516  0.252
C23 26.55346 -12.12087 0.85567  -0.533
C24 25.89807 -11.31374 1.98488  -0.580
C25 24.65096 -10.73568 1.26551  -0.175
O7 24.94211 -10.78843 -0.15463  -0.353
C26 26.33609 -11.07344 -0.26839  -0.487
H47 25.98581 -12.99030 0.53352  0.208
H48 27.60446 -12.33710 1.03672  0.390
H49 26.62728 -10.58383 2.32746  0.274
H50 25.63351 -11.95240 2.83741  0.365
H51 24.54864 -9.67259 1.54502  0.162
H52 23.69965 -11.22622 1.44394  0.127
H53 26.93273 -10.16260 -0.13133  0.231
H54 26.52175 -11.47807 -1.26250  0.348
C27 22.65551 -10.35536 -4.55534  -0.610
C28 23.09633 -10.69246 -3.13351  0.070
C29 24.53349 -11.20375 -3.41520  -0.108
O8 24.49742 -11.75652 -4.71658  -0.493
C30 23.22518 -11.55963 -5.29013  -0.182
H55 23.08984 -9.40000 -4.83631  0.312
H56 21.56733 -10.33848 -4.67018  0.292
H57 22.45660 -11.39064 -2.59776  -0.202
H58 23.22947 -9.80383 -2.50743  0.306
H59 24.87431 -11.92726 -2.67462  0.059
H60 25.23263 -10.35821 -3.40467  0.175
H61 22.58774 -12.43257 -5.10299  0.046
H62 23.26605 -11.37340 -6.36223  0.343
C31 19.27886 -13.55997 0.86942  0.309
C32 20.37352 -12.99817 -0.00773  0.722
C33 20.32323 -11.48737 0.38819  0.082
O9 19.01864 -11.22325 0.82044  -0.579
C34 18.25486 -12.43260 0.86127  -0.357
H63 19.60244 -13.78136 1.88493  -0.186
H64 18.81042 -14.46617 0.45424  0.338
H65 20.17891 -13.05946 -1.08092  -0.974
H66 21.38914 -13.36152 0.14931  0.259
H67 20.60625 -10.82475 -0.42582  0.331
H68 20.99865 -11.32233 1.22985  -0.345
H69 17.58384 -12.46762 -0.00648  0.009
H70 17.65396 -12.44846 1.77280  0.184

A 7-piece molecular cluster, C34H70N3O13S6 overall in a non-equilibrium geometry, computed with ωB97M-V/def2-TZVPD.

Values from the calculation:
max |F| = 1.99 eV Å⁻¹
highest occupied orbital energy = -0.3774 Eh
charge = +1

Last column: Mulliken charge in e.
Geometry (Å):
C1 3.44056 -1.25453 1.21030  -0.613
C2 3.58063 0.21974 1.64471  -0.589
O1 3.30924 1.14041 0.61359  -0.231
C3 2.08053 1.81429 0.76861  -1.256
C4 0.85743 0.90597 0.54508  0.932
C5 -0.41579 1.74766 0.53765  -1.383
C6 -1.78512 1.00759 0.57479  0.220
C7 -1.77744 -0.52215 0.77379  -0.147
C8 -3.03790 -1.00667 1.50847  0.352
C9 -4.32730 -1.26089 0.75977  -0.441
N1 -5.28029 -1.42005 1.94440  -0.276
C10 -4.63332 -0.94433 3.04631  0.080
N2 -5.01615 -1.18299 4.31609  -0.367
N3 -3.55571 -0.24718 2.67327  -0.098
H1 2.70849 -1.32385 0.41039  -0.123
H2 4.39840 -1.67613 0.89941  0.456
H3 3.12764 -1.82715 2.08570  0.249
H4 4.60013 0.35935 2.02281  0.429
H5 2.92340 0.38468 2.51073  0.312
H6 2.01545 2.20570 1.79652  0.358
H7 2.06460 2.65052 0.06648  0.330
H8 1.02586 0.34748 -0.37532  0.110
H9 0.85346 0.21303 1.39332  0.141
H10 -0.35654 2.48709 1.34297  0.344
H11 -0.38977 2.33982 -0.38304  0.332
H12 -2.27943 1.19227 -0.38345  -0.206
H13 -2.41378 1.51243 1.31675  0.386
H14 -1.82620 -0.99717 -0.20578  0.209
H15 -0.93898 -0.91400 1.33467  0.224
H16 -2.69386 -1.97575 1.90900  -0.105
H17 -4.76460 -0.39839 0.24904  -0.090
H18 -4.36924 -2.12075 0.09877  0.342
H19 -5.43029 -2.40958 2.14651  0.358
H20 -5.88126 -0.85017 4.70908  0.231
H21 -4.36087 -1.63151 4.93634  0.208
H22 -2.90942 0.01655 3.40969  0.365
C11 -0.45045 -4.86653 -1.47554  -0.729
C12 1.03988 -5.16671 -1.68205  -0.736
C13 1.83477 -4.02726 -1.03100  -0.795
S1 0.80749 -3.39863 0.29963  1.153
O2 0.43650 -2.03576 -0.00899  -0.603
O3 1.39069 -3.73823 1.57195  -0.657
C14 -0.59192 -4.47264 -0.00768  -0.064
H23 -1.07419 -5.72506 -1.71963  0.419
H24 -0.75337 -4.03594 -2.11804  0.288
H25 1.29015 -6.11260 -1.19867  0.325
H26 1.28866 -5.26240 -2.73738  0.364
H27 2.77763 -4.37080 -0.61307  0.429
H28 2.01275 -3.20927 -1.72683  0.373
H29 -1.51677 -3.93882 0.21186  0.047
H30 -0.48975 -5.33714 0.64931  0.199
C15 7.80448 3.24414 -1.32453  -0.258
C16 7.21376 4.19495 -2.37072  -0.455
C17 5.71414 3.88368 -2.47685  -0.940
S2 5.21956 3.23544 -0.87202  1.343
O4 4.81910 1.86176 -1.01713  -0.638
O5 4.36061 4.19105 -0.20989  -0.746
C18 6.84976 3.28654 -0.13644  -0.932
H31 8.80847 3.53770 -1.03583  0.120
H32 7.85052 2.23040 -1.73082  0.249
H33 7.35413 5.22638 -2.04449  0.299
H34 7.70611 4.08874 -3.33485  0.387
H35 5.12485 4.77100 -2.69574  0.376
H36 5.51274 3.11264 -3.21830  0.390
H37 6.96311 2.44754 0.54674  0.412
H38 6.93974 4.22780 0.40613  0.394
C19 -5.46288 2.74258 -0.38958  -0.671
C20 -6.75682 2.13530 -0.95392  0.021
C21 -7.09016 2.89550 -2.24558  -0.764
S3 -5.52514 3.48236 -2.90554  1.188
O6 -5.50868 4.92103 -2.85893  -0.673
O7 -5.20663 2.76531 -4.11136  -0.672
C22 -4.50601 2.86174 -1.57113  -0.681
H39 -5.04106 2.12512 0.40710  0.071
H40 -5.66416 3.73323 0.02349  0.479
H41 -6.59513 1.07979 -1.17946  -0.312
H42 -7.57873 2.19520 -0.24030  0.549
H43 -7.56867 2.25569 -2.98019  0.442
H44 -7.71265 3.76675 -2.04851  0.345
H45 -3.68003 3.54659 -1.39111  0.536
H46 -4.12647 1.88630 -1.87786  0.240
C23 -2.59454 -6.01867 5.24068  -0.771
C24 -2.06856 -4.63661 4.82429  -0.247
C25 -0.56821 -4.77839 4.53863  -0.284
S4 -0.32004 -6.48275 4.01516  1.025
O8 0.48787 -7.15284 4.99440  -0.672
O9 0.01816 -6.49978 2.61701  -0.597
C26 -2.02223 -7.00291 4.22553  -0.721
H47 -3.68339 -6.05227 5.25733  0.361
H48 -2.23488 -6.26294 6.24182  0.342
H49 -2.58814 -4.31012 3.91588  -0.021
H50 -2.24950 -3.88684 5.59668  0.388
H51 -0.22833 -4.11620 3.74391  -0.022
H52 0.02910 -4.61667 5.43362  0.407
H53 -2.04568 -8.03735 4.55919  0.442
H54 -2.51863 -6.90898 3.25945  0.323
C27 -10.62573 -1.51636 -1.10212  -0.663
C28 -10.72021 -2.32197 -2.40476  -0.603
C29 -9.75153 -1.68520 -3.40973  -0.723
S5 -8.44355 -0.93204 -2.43677  1.221
O10 -8.49631 0.50017 -2.60942  -0.658
O11 -7.21174 -1.65929 -2.62192  -0.760
C30 -9.13514 -1.33309 -0.83367  -0.620
H55 -11.12000 -2.02353 -0.27507  0.376
H56 -11.10242 -0.54282 -1.23378  0.304
H57 -10.42775 -3.35666 -2.21556  0.293
H58 -11.73533 -2.33626 -2.79687  0.328
H59 -9.31140 -2.41870 -4.08036  0.354
H60 -10.22949 -0.89609 -3.98698  0.356
H61 -8.91398 -0.53139 -0.13142  0.347
H62 -8.67498 -2.26351 -0.50058  0.378
C31 12.76660 6.67194 -2.27092  -0.581
C32 13.36399 5.31486 -1.87619  -0.611
C33 12.21059 4.43159 -1.38278  -0.752
S6 10.73751 5.01208 -2.23531  1.255
O12 9.83366 5.57228 -1.26037  -0.661
O13 10.30713 4.01568 -3.18373  -0.698
C34 11.53152 6.35594 -3.10896  -0.791
H63 13.47787 7.28151 -2.82570  0.360
H64 12.47694 7.22365 -1.37402  0.290
H65 13.83189 4.85584 -2.74915  0.294
H66 14.13141 5.41844 -1.11086  0.325
H67 12.36615 3.38275 -1.62284  0.393
H68 12.04222 4.54804 -0.31374  0.366
H69 10.83999 7.19079 -3.19625  0.397
H70 11.80663 5.98882 -4.09736  0.375

Values for Kohn-Sham gap, eV, ordered as above
9.37, 6.73